7
Properties=species:S:1:pos:R:3 method="wB97M-V/def2-TZVPD" homo_energy_ev="-9.77 / -9.77" total_energy_ha=-252.83023 orbital_gap_ev="9.119 / 9.121" de_lowest_kcal_mol=186.4 fmax_ha_per_bohr=0.0735
C -0.733 0.074 -0.552
C -0.529 0.005 0.710
O 1.702 -0.258 0.758
F 1.827 -0.130 -0.608
H -1.699 0.440 -0.903
H 0.162 0.035 -1.229
H -0.730 -0.165 1.825